Formula: C4H8N4
Source: OMol25
Level of theory: wB97M-V/def2-TZVPD

Computed properties:
Largest force on an atom, hartree/bohr: 0.1606
Relative energy (zero: lowest compared OMol25 entry of this formula, charge and spin), kcal/mol: 189.8
HOMO level, eV: -8.1
LUMO, eV: -0.261
Gap between HOMO and LUMO, hartree: 0.286
E, Ha: -375.9460

Geometry as ORCA input:
```
! wB97M-V def2-TZVPD RIJCOSX def2/J DEFGRID3
* xyz 0 1
C 3.46829 0.50035 0.24263
C 0.61346 0.11401 0.03294
C -0.70731 -0.07891 -0.20080
C -3.25232 -0.80654 0.10038
H 3.67193 0.97899 -1.02574
H 3.28806 1.41394 1.05583
H 4.52984 0.06082 0.57913
H 0.96554 1.17858 0.20333
H -0.98081 -1.05155 -0.07906
H -1.50564 1.89100 -0.52040
H -4.42709 -0.98791 0.50473
H -2.56190 -1.76032 0.04498
N 2.68822 -0.74668 0.00911
N 1.52130 -0.72661 -0.26495
N -1.69424 0.98023 -0.26633
N -3.04566 0.47921 0.26306
*
```

These are the Löwdin partial charges, in e, on atoms 1 to 4: atom 1 (C): -0.20, atom 2 (C): -0.22, atom 3 (C): -0.07, atom 4 (C): -0.10